Density functional theory data (the ωB97M-V functional and the def2-TZVPD basis) for a molecular structure, C10H10O in a non-equilibrium geometry.

Values from the calculation:
- gap between HOMO and LUMO (eV) = 8.829
- LUMO energy (eV) = -0.0788
- total energy (a.u.) = -462.122280
- highest occupied orbital energy (eV) = -8.9
- ΔE to the lowest compared entry with this formula, charge and spin (eV) = 5.080

Last column: natural (NBO) charge in e.
Positions of all 21 atoms, in Å:
C 1.539 0.168 1.203  0.522
C 2.218 0.905 0.238  -0.536
C 1.520 1.051 -1.352  -0.371
C -0.064 0.985 -1.357  -0.446
C -0.638 -0.059 -0.468  0.017
C -1.703 -0.750 -0.917  -0.250
C -2.444 -1.396 0.068  -0.187
C -2.012 -1.581 1.366  -0.242
C -0.705 -0.944 1.758  -0.122
C 0.095 -0.325 0.823  -0.176
H 3.385 0.491 0.153  0.268
H 2.240 2.075 0.515  0.277
H 2.121 0.205 -2.196  0.222
H 1.811 2.284 -1.727  0.219
H -0.397 2.085 -0.893  0.213
H -0.289 0.846 -2.369  0.225
H -1.997 -0.566 -2.036  0.223
H -3.343 -2.125 -0.149  0.212
H -2.609 -2.279 1.966  0.225
H -0.455 -1.081 2.908  0.245
O 1.727 0.010 2.467  -0.538



Density functional theory data (the ωB97M-V functional and the def2-TZVPD basis) for a single C3H4N2 molecule in a non-equilibrium geometry.

Values from the calculation:
- gap between HOMO and LUMO (eV) = 10.599
- LUMO energy (eV) = 1.1795
- SMILES = c1cn[nH]c1
- total energy (a.u.) = -226.172061
- highest occupied orbital energy (eV) = -9.4
- ΔE to the lowest compared entry with this formula, charge and spin (eV) = 1.446

Last column: natural (NBO) charge in e.
Positions of all 9 atoms, in Å:
C 0.627 0.752 -0.040  -0.324
C 1.001 -0.603 -0.051  -0.073
N -0.030 -1.407 -0.031  -0.236
N -1.125 -0.639 0.074  -0.377
C -0.736 0.804 -0.014  -0.095
H 1.347 1.559 0.022  0.230
H 2.001 -0.990 -0.018  0.204
H -1.908 -1.287 -0.136  0.428
H -1.177 1.813 0.195  0.243



Density functional theory data (the ωB97M-V functional and the def2-TZVPD basis) for 7 unconnected molecules or ions with the total composition C14H28Br14 in a non-equilibrium geometry.

Values from the calculation:
- gap between HOMO and LUMO (spin up / spin down) (eV) = 2.372 / 7.726
- LUMO energy (spin up / spin down) (eV) = 1.5841 / 1.5824
- multiplicity = 2
- net charge = -1
- total energy (a.u.) = -36586.389400
- highest occupied orbital energy (spin up / spin down) (eV) = -0.8 / -6.1
- ΔE to the lowest compared entry with this formula, charge and spin (eV) = 0.634

Last column: natural (NBO) charge in e.
Positions of all 56 atoms, in Å:
Br -2.794 0.171 -3.945  0.008
C -4.228 1.097 -2.903  -0.444
C -5.244 1.692 -3.818  -0.444
Br -4.375 3.149 -4.816  -0.038
H -3.867 1.803 -2.155  0.236
H -4.736 0.355 -2.288  0.220
H -6.204 2.057 -3.455  0.234
H -5.390 0.980 -4.630  0.227
Br 0.180 2.516 6.908  0.002
C -0.621 3.795 5.697  -0.471
C -0.974 3.103 4.349  -0.377
Br -2.483 4.294 3.578  -0.063
H 0.047 4.640 5.529  0.225
H -1.482 4.263 6.175  0.230
H -1.342 2.081 4.428  0.232
H -0.083 3.136 3.722  0.224
Br 2.155 0.863 -2.979  -0.455
C 2.174 0.237 -4.965  -0.522
C 3.448 0.844 -5.628  -0.428
Br 3.263 0.755 -7.701  -0.287
H 1.214 0.501 -5.409  0.195
H 2.146 -0.851 -5.031  0.186
H 4.328 0.334 -5.238  0.197
H 3.488 1.903 -5.371  0.199
Br 5.656 -2.854 3.832  0.017
C 4.564 -1.300 4.032  -0.472
C 3.094 -1.633 3.561  -0.418
Br 2.013 -0.012 3.929  -0.050
H 5.092 -0.554 3.438  0.230
H 4.480 -0.912 5.047  0.221
H 2.583 -2.483 4.014  0.233
H 3.184 -1.712 2.478  0.234
Br 5.157 -3.455 0.381  -0.107
C 4.326 -1.997 -0.814  -0.382
C 5.207 -1.688 -2.062  -0.482
Br 5.324 -3.169 -3.301  0.000
H 4.118 -1.129 -0.188  0.226
H 3.309 -2.329 -1.025  0.239
H 6.204 -1.337 -1.795  0.222
H 4.677 -0.851 -2.516  0.261
Br -3.755 -1.122 1.130  0.013
C -4.956 -2.705 0.937  -0.455
C -6.427 -2.287 1.353  -0.402
Br -7.614 -3.867 1.791  -0.056
H -4.622 -3.484 1.623  0.222
H -4.924 -3.283 0.014  0.231
H -6.816 -1.656 0.554  0.219
H -6.508 -1.794 2.322  0.227
Br -1.882 2.151 0.029  -0.075
C -0.146 1.186 0.475  -0.416
C -0.274 -0.154 -0.193  -0.406
Br 0.945 -1.587 0.628  -0.090
H 0.026 1.178 1.552  0.220
H 0.681 1.762 0.061  0.231
H -0.067 -0.072 -1.260  0.264
H -1.276 -0.568 -0.081  0.219



Density functional theory data (the ωB97M-V functional and the def2-TZVPD basis) for a molecular structure, C22H31N3P2SSm in a non-equilibrium geometry.

Values from the calculation:
- gap between HOMO and LUMO (spin up / spin down) (eV) = 5.787 / 6.168
- LUMO energy (spin up / spin down) (eV) = -3.3017 / -2.9241
- multiplicity = 6
- net charge = +1
- total energy (a.u.) = -2759.828572
- highest occupied orbital energy (spin up / spin down) (eV) = -9.1 / -9.1

Last column: Mulliken charge in e.
Positions of all 60 atoms, in Å:
C -1.718 2.928 -3.633  -0.839
C -1.410 1.734 -2.988  0.042
C -0.036 1.374 -2.912  0.866
C 0.988 2.289 -3.219  0.407
C 0.646 3.466 -3.894  -1.157
C -0.700 3.772 -4.108  -0.640
C 2.326 1.890 -2.666  -0.345
C 2.610 0.457 -3.020  0.290
C 1.540 -0.413 -2.744  0.842
C 1.712 -1.822 -2.659  0.086
C 2.961 -2.329 -3.000  -0.814
C 4.007 -1.478 -3.403  -0.701
C 3.837 -0.091 -3.420  -1.159
H -2.768 3.213 -3.730  0.390
H 1.428 4.142 -4.250  0.439
H -0.987 4.694 -4.615  0.383
H 3.124 2.564 -2.990  0.672
H 3.132 -3.402 -2.918  0.378
H 4.964 -1.919 -3.684  0.385
H 4.656 0.562 -3.732  0.430
N 0.302 0.123 -2.423  -0.270
Sm 0.611 0.535 0.064  0.444
C -2.432 0.870 -2.288  -1.191
H -2.342 -0.179 -2.619  0.339
H -3.455 1.228 -2.483  0.634
C 0.587 -2.662 -2.099  -1.153
H -0.346 -2.478 -2.659  0.367
H 0.835 -3.733 -2.132  0.587
P -2.197 0.810 -0.427  0.921
P 0.188 -2.231 -0.332  1.092
C 1.413 -3.267 0.532  -1.326
H 1.154 -3.302 1.598  0.417
H 1.387 -4.273 0.093  0.475
H 2.409 -2.822 0.419  0.318
C -1.336 -3.188 -0.118  -1.334
H -1.104 -4.256 -0.221  0.435
H -1.732 -2.993 0.886  0.308
H -2.084 -2.888 -0.864  0.321
C -2.747 2.496 0.020  -1.313
H -3.717 2.723 -0.445  0.412
H -2.837 2.556 1.113  0.384
H -2.003 3.234 -0.306  0.376
C -3.679 -0.160 -0.018  -1.306
H -3.770 -0.260 1.069  0.334
H -4.574 0.348 -0.403  0.453
H -3.610 -1.162 -0.456  0.318
H 2.225 1.907 -1.496  -0.253
H 2.360 -0.104 -0.024  -0.143
S 0.590 -0.417 2.677  -0.376
C -0.709 -0.031 3.731  0.279
N -0.567 0.578 4.925  -0.147
C -1.815 0.703 5.665  -0.457
C -2.830 0.049 4.732  -0.507
N -2.025 -0.330 3.575  0.080
H 0.341 0.855 5.281  0.202
H -2.044 1.759 5.837  0.291
H -1.751 0.187 6.628  0.295
H -3.611 0.757 4.439  0.275
H -3.299 -0.828 5.191  0.327
H -2.370 -0.887 2.799  0.138



Density functional theory data (the ωB97M-V functional and the def2-TZVPD basis) for a molecular structure, H14Na3O9 in a non-equilibrium geometry.

Values from the calculation:
- gap between HOMO and LUMO (eV) = 3.303
- LUMO energy (eV) = 0.0687
- net charge = -1
- total energy (a.u.) = -1172.457313
- highest occupied orbital energy (eV) = -3.2

Last column: natural (NBO) charge in e.
Positions of all 26 atoms, in Å:
Na 11.271 5.973 13.288  0.940
Na 9.752 6.363 10.247  0.954
Na 10.408 3.126 11.240  0.930
O 9.255 4.918 12.278  -1.400
H 9.308 4.067 12.759  0.472
O 12.600 4.054 12.230  -1.252
H 11.953 4.563 11.736  0.308
O 10.500 1.830 13.499  -1.263
H 10.490 2.781 13.651  0.355
O 8.377 2.036 10.572  -1.292
H 7.752 2.590 11.047  0.380
O 6.612 4.023 13.133  -0.961
H 7.535 4.264 12.882  0.491
H 6.066 4.281 12.388  0.450
O 7.721 5.014 9.822  -1.013
H 8.155 4.442 10.502  0.518
H 6.898 5.292 10.235  0.463
O 8.348 2.219 15.284  -1.030
H 7.757 2.624 14.640  0.459
H 9.178 2.007 14.761  0.520
O 9.065 6.672 14.436  -1.022
H 9.153 6.163 15.254  0.487
H 8.906 5.994 13.737  0.506
O 6.206 7.257 12.987  -0.945
H 6.962 6.815 13.393  0.489
H 5.956 6.694 12.252  0.454



Density functional theory data (the ωB97M-V functional and the def2-TZVPD basis) for a molecular structure, C31H31AsN2Se2SnTe in a non-equilibrium geometry.

Values from the calculation:
- gap between HOMO and LUMO (eV) = 5.263
- LUMO energy (eV) = -6.3828
- net charge = +2
- total energy (a.u.) = -8829.760964
- highest occupied orbital energy (eV) = -11.6
- ΔE to the lowest compared entry with this formula, charge and spin (eV) = 1.436

Last column: natural (NBO) charge in e.
Positions of all 69 atoms, in Å:
Sn 3.286 1.022 -1.803  1.124
Se 4.079 3.933 -0.474  0.257
Se 4.886 2.832 1.393  0.259
C 5.760 1.289 0.522  0.071
C 6.861 0.786 1.167  -0.242
C 7.553 -0.269 0.560  -0.091
C 7.070 -0.715 -0.667  -0.229
C 5.961 -0.155 -1.242  0.036
N 5.323 0.819 -0.630  -0.588
C 2.153 3.625 -0.489  0.018
C 1.355 4.693 -0.143  -0.227
C -0.043 4.528 -0.258  -0.108
C -0.536 3.314 -0.756  -0.214
C 0.346 2.309 -1.116  0.063
N 1.663 2.442 -0.955  -0.600
H 7.144 1.258 2.100  0.257
H 8.489 -0.695 0.884  0.262
H 7.610 -1.410 -1.232  0.248
H 5.584 -0.544 -2.201  0.226
H 1.909 5.621 0.064  0.264
H -0.718 5.401 -0.074  0.266
H -1.648 3.117 -0.781  0.284
H -0.003 1.407 -1.581  0.221
Te -3.193 1.189 0.945  0.471
C -4.335 2.818 0.322  -0.245
C -5.546 2.534 -0.257  -0.250
C -6.376 3.591 -0.584  -0.181
C -5.991 4.864 -0.325  -0.210
C -4.802 5.119 0.327  -0.182
C -3.936 4.099 0.631  -0.281
C -4.310 -0.476 0.407  -0.283
C -5.529 -0.658 1.088  -0.226
C -6.299 -1.791 0.758  -0.187
C -5.836 -2.727 -0.157  -0.191
C -4.647 -2.525 -0.842  -0.201
C -3.870 -1.410 -0.577  -0.242
H -5.751 1.459 -0.508  0.233
H -7.320 3.356 -1.068  0.228
H -6.696 5.660 -0.730  0.235
H -4.662 6.119 0.589  0.221
H -2.973 4.307 1.132  0.205
H -5.934 -0.061 1.836  0.231
H -7.214 -2.029 1.308  0.230
H -6.416 -3.605 -0.389  0.227
H -4.481 -3.243 -1.663  0.226
H -2.984 -1.141 -1.072  0.204
C 0.513 -0.679 0.737  -0.950
As 2.283 -0.838 -0.021  0.873
C 3.527 -1.514 1.389  -0.875
C 2.188 -2.437 -1.227  -0.673
C 1.609 -3.635 -0.606  -0.120
C 0.216 -3.808 -0.708  -0.201
C -0.401 -4.787 0.045  -0.200
C 0.405 -5.619 0.799  -0.190
C 1.797 -5.545 0.857  -0.187
C 2.406 -4.467 0.139  -0.199
H 0.246 -1.674 1.197  0.279
H -0.121 -0.499 -0.143  0.243
H 0.389 0.053 1.528  0.268
H 3.062 -2.299 1.988  0.270
H 3.777 -0.644 1.918  0.231
H 4.366 -1.845 0.767  0.230
H 3.239 -2.600 -1.556  0.237
H 1.714 -2.121 -2.177  0.246
H -0.451 -3.175 -1.353  0.217
H -1.428 -5.096 -0.085  0.238
H -0.116 -6.396 1.369  0.231
H 2.376 -6.286 1.420  0.241
H 3.422 -4.146 0.263  0.204